Record 1
Below is a gas-phase ion, C2H2ClO3P (charge -2) at a distorted geometry, with properties calculated with the ωB97M-V functional and the def2-TZVPD basis.

Structure (XYZ):
```
9
Properties=species:S:1:pos:R:3:forces:R:3:mulliken_charge:R:1
C -1.0839 -1.0150 0.1060 1.564 3.657 -0.203 -1.111
C 0.0743 -0.5046 0.6872 -1.775 -0.937 -0.095 0.363
O 0.7599 -1.0207 1.6023 0.728 -0.006 0.142 -0.733
P 0.5941 1.0740 -0.1060 0.616 0.352 -0.887 0.763
O -0.4204 2.0607 -0.5409 -1.098 -0.200 -0.197 -0.692
O 1.8824 1.6070 0.3383 1.364 0.284 0.990 -0.700
Cl 1.3273 0.0234 -2.0616 -0.039 0.114 -0.293 -0.582
H -1.7085 -0.3077 -0.4174 -0.076 -0.178 -0.472 0.233
H -1.4251 -1.9172 0.3921 -1.285 -3.086 1.015 0.459
```
Positions in Å, forces in eV/Å.

Summary:
Total charge: -2
Frontier orbital gap in hartree: 0.21559
SMILES: C=C([O-])[P@@](=O)([O-])Cl



Record 2
Below is a single C2H2ClP molecule at a distorted geometry, with properties calculated with the ωB97M-V functional and the def2-TZVPD basis.

Structure (XYZ):
```
6
Properties=species:S:1:pos:R:3:forces:R:3:mulliken_charge:R:1
Cl -2.1176 1.1380 -0.2615 -0.692 0.893 0.105 -0.235
P -1.0606 -0.5931 -0.4523 1.580 -0.458 0.306 0.057
C 0.6675 -0.0139 -0.5249 -0.907 -0.514 0.880 -0.279
C 0.3484 -0.3673 0.6982 -0.408 -0.199 -1.510 -0.280
H 1.4466 0.3705 -1.1444 0.299 0.135 -0.193 0.369
H 0.7157 -0.5342 1.6850 0.128 0.142 0.412 0.369
```
Positions in Å, forces in eV/Å.

Summary:
Frontier orbital gap in hartree: 0.39868
SMILES: ClP1=CC=1



Record 3
Below is a molecular structure, C2H2CuF2LiO at a distorted geometry, with properties calculated with the ωB97M-V functional and the def2-TZVPD basis.

Structure (XYZ):
```
9
Properties=species:S:1:pos:R:3:forces:R:3:mulliken_charge:R:1
F -2.2406 -0.8934 -3.3480 0.634 0.185 1.173 -0.857
O -0.4036 -0.3601 -0.1759 0.479 -0.611 -0.035 -0.665
Cu -0.9672 -1.7360 1.5502 0.118 0.412 -0.544 0.820
Li -1.4236 -0.6030 -1.9112 -0.646 -0.194 -1.214 0.858
C 1.0035 0.7637 1.2377 1.910 -0.259 -0.676 -0.080
C 0.5704 0.4307 -0.0687 -1.646 0.745 0.578 0.365
H 1.8423 1.4418 1.4331 -0.559 -0.121 0.298 0.358
F 0.6948 -0.0905 2.1892 -0.324 0.232 0.380 -0.137
H 0.9240 1.0469 -0.9064 0.036 -0.388 0.041 0.338
```
Positions in Å, forces in eV/Å.

Summary:
Spin multiplicity: 2
Total charge: +1
Frontier orbital gap (spin up / spin down) in hartree: 0.21011 / 0.16584
Expectation value of S²: 0.759



Record 4
Below is a molecular structure, C2H2DyFO at a distorted geometry, with properties calculated with the ωB97M-V functional and the def2-TZVPD basis.

Structure (XYZ):
```
7
Properties=species:S:1:pos:R:3:forces:R:3:mulliken_charge:R:1
F -1.0438 -0.9691 -3.2306 0.582 -0.082 1.352 -0.178
O -1.2751 -1.5903 -1.8656 2.394 1.657 -0.597 -0.240
Dy 0.6418 -0.4961 -1.7420 -3.011 -1.096 0.119 2.310
C 0.5380 0.6175 0.6421 -0.343 -0.602 0.208 -0.194
C 0.1871 0.9688 1.7859 0.372 0.377 -1.132 -0.380
H -0.0551 1.4659 2.7193 -0.010 -0.310 0.026 0.428
H 1.0072 0.0034 1.6908 0.016 0.055 0.024 0.254
```
Positions in Å, forces in eV/Å.

Summary:
Spin multiplicity: 6
Total charge: +2
Frontier orbital gap (spin up / spin down) in hartree: 0.35788 / 0.30825
Expectation value of S²: 9.355



Record 5
Below is 3 unconnected molecules or ions with the total composition C2H2F2O3 at a distorted geometry, with properties calculated with the ωB97M-V functional and the def2-TZVPD basis.

Structure (XYZ):
```
9
Properties=species:S:1:pos:R:3:forces:R:3:mulliken_charge:R:1
C 0.9285 1.7141 0.7165 -0.004 0.214 -0.502 0.148
C -0.8922 -0.7813 -1.7677 -0.717 0.201 0.507 0.733
O -0.1286 -1.3725 1.1330 1.750 2.986 -4.631 -0.548
O -1.4854 -0.3698 -0.8691 -0.315 0.474 0.169 -0.355
O -0.3455 -1.1919 -2.6900 0.830 -0.477 -0.959 -0.375
F 0.2308 2.8322 0.7094 0.969 -1.011 -0.599 -0.099
F 1.5745 1.6194 -0.4420 -0.994 0.729 1.073 -0.094
H -0.3392 -1.8228 1.8592 -1.105 -2.642 4.737 0.254
H 0.4573 -0.6274 1.3507 -0.416 -0.474 0.206 0.337
```
Positions in Å, forces in eV/Å.

Summary:
Frontier orbital gap in hartree: 0.40460



Record 6
Below is 2 unconnected molecules or ions with the total composition C2H2F3I at a distorted geometry, with properties calculated with the ωB97M-V functional and the def2-TZVPD basis.

Structure (XYZ):
```
8
Properties=species:S:1:pos:R:3:forces:R:3:mulliken_charge:R:1
C 1.0097 -0.8683 0.0602 -2.001 -3.065 0.072 0.046
C -0.9822 1.3904 -0.1207 -2.156 0.171 1.655 -0.349
F 0.3292 -1.6873 -0.8778 1.480 1.496 2.099 -0.191
F 1.3067 -1.5473 1.2012 -0.500 0.838 -1.700 -0.192
F -0.8163 1.8909 1.1192 0.052 -0.209 -0.718 -0.173
I -2.5306 0.0405 -0.3492 -0.083 0.254 0.080 0.109
H 1.8149 -0.3674 -0.3888 1.176 0.630 -0.480 0.311
H -0.1314 1.1485 -0.6440 2.031 -0.114 -1.008 0.438
```
Positions in Å, forces in eV/Å.

Summary:
Frontier orbital gap (spin up / spin down) in hartree: 0.34478 / 0.29800



Record 7
Below is 2 unconnected molecules or ions with the total composition C2H2F3IO at a distorted geometry, with properties calculated with the ωB97M-V functional and the def2-TZVPD basis.

Structure (XYZ):
```
9
Properties=species:S:1:pos:R:3:forces:R:3:mulliken_charge:R:1
C 0.0171 1.2146 -0.3727 0.960 -1.986 -0.245 -0.450
C -0.0410 -1.5162 -0.0812 -0.558 1.007 0.259 0.463
O -0.8663 1.7252 0.4502 -0.528 0.570 0.539 -0.397
F 0.6035 -2.3136 -0.9329 -0.132 0.217 0.299 -0.207
F 0.3804 -1.7451 1.1761 -0.047 0.003 -0.604 -0.193
F -1.3631 -1.7660 -0.1396 0.572 -0.052 -0.028 -0.200
I 2.0714 1.3924 -0.0359 -0.228 0.232 -0.002 0.109
H -0.2910 1.1153 -1.4004 -0.079 0.174 -0.025 0.506
H -0.5110 1.8933 1.3364 0.039 -0.165 -0.194 0.369
```
Positions in Å, forces in eV/Å.

Summary:
Frontier orbital gap (spin up / spin down) in hartree: 0.34139 / 0.27403



Record 8
Below is a single C2H2F3NO molecule at a distorted geometry, with properties calculated with the ωB97M-V functional and the def2-TZVPD basis.

Structure (XYZ):
```
9
Properties=species:S:1:pos:R:3:forces:R:3:mulliken_charge:R:1
O 1.6271 0.6940 1.3126 0.441 -1.524 1.629 -0.427
C 0.9760 1.0362 0.3955 -0.523 0.023 -1.616 0.011
N 0.0408 0.3123 -0.3841 0.145 0.124 0.588 -0.247
C -0.6073 -0.9122 -0.1520 -0.255 -0.106 0.621 0.804
F -1.9170 -0.8306 -0.4949 0.280 0.247 -0.895 -0.276
F -0.0478 -1.8866 -0.8615 -0.079 -0.416 0.057 -0.253
F -0.6523 -1.2246 1.1166 0.749 -0.742 1.252 -0.230
H 1.2051 2.0021 -0.0202 -0.626 0.838 -0.757 0.364
H -0.6246 0.8094 -0.9122 -0.132 1.556 -0.878 0.255
```
Positions in Å, forces in eV/Å.

Summary:
Frontier orbital gap in hartree: 0.42876
SMILES: O=CNC(F)(F)F



What are the energy above the lowest of the compared OMol25 structures with the same formula, charge and spin values for these records? In order: 0.434; 0.018; 0.186; 4.345; 2.354; 4.350; 3.371; 0.490 eV.